This record from OMol25 describes a 6-piece molecular cluster, C29H37ClF15N2O12 overall. The level of theory is ωB97M-V with the def2-TZVPD basis set.

As for the spin multiplicity: 1. Its total charge is +1. The calculation puts the molecular weight at 926.04 g/mol. Its total energy is -4097.624993 Eh. Its LUMO energy is -5.05 eV. Its highest occupied orbital energy is -12.792 eV.

Element x y z (Å)
1 Cl -4.68412 1.71676 -1.92444
2 F 2.13183 -0.75653 -3.89601
3 F 4.08952 3.43417 0.38257
4 F 2.35319 -4.47035 4.98137
5 F -4.31912 -8.64731 -3.05232
6 F 5.91191 2.27959 0.36858
7 F -0.70984 4.24421 6.54252
8 F 0.34984 -4.22814 4.21795
9 F -3.45069 -7.09604 -1.83851
10 F 0.96015 -0.00670 -2.24567
11 F 0.75696 2.70582 6.86461
12 F 1.48702 -6.00222 3.74240
13 F 2.40173 -1.57413 -1.92455
14 F 5.62275 3.82646 -1.08945
15 F -5.46458 -6.87895 -2.58242
16 F 0.45300 3.49670 4.87897
17 O -4.28676 -7.13616 -5.24853
18 O 2.92953 -3.07997 2.67000
19 O -1.10655 0.88966 5.95083
20 O 6.66003 4.24916 2.15452
21 O 0.52407 -3.35602 -2.88076
22 O 5.82846 5.77434 0.72947
23 O -2.91173 -5.72458 -4.16845
24 O -0.66227 -1.60826 -3.64707
25 O -2.32472 2.61492 5.18107
26 O 1.55518 -4.46893 1.56005
27 O -4.82383 3.10628 2.05802
28 O -4.73077 1.06581 1.10893
29 N -0.01617 5.00401 0.09181
30 N -1.33732 3.96277 -1.57971
31 C -3.29187 2.96383 0.23374
32 C 0.40726 -2.18346 -3.08534
33 C -2.63280 -2.77692 -2.83737
34 C 1.47678 -1.13251 -2.78498
35 C -3.37723 2.69797 -1.21166
36 C -0.18161 3.12772 6.01476
37 C -2.16896 3.75001 0.73705
38 C 0.95574 2.69668 0.81679
39 C 7.79262 7.11000 1.24027
40 C 1.34414 2.11930 -0.62261
41 C -2.63184 -7.16218 -7.02552
42 C -4.27299 1.42938 6.01856
43 C -3.38645 1.71270 4.82417
44 C -4.36041 2.40100 1.22106
45 C -2.37776 3.23385 -2.10400
46 C 6.33850 6.83329 1.56065
47 C -1.23958 2.05811 5.73805
48 C -4.23248 -7.31644 -2.90332
49 C 0.98412 4.27700 0.94108
50 C -3.91364 -6.54507 -6.50516
51 C -1.73313 -2.49669 -4.02176
52 C 6.06647 4.52798 1.15514
53 C 5.42937 3.51396 0.20325
54 C 3.23123 -4.48820 -0.19534
55 C 2.12997 -3.97141 2.66113
56 C -3.70582 -6.62401 -4.16154
57 C -1.16648 4.22902 -0.23455
58 C 1.58343 -4.67223 3.90623
59 C 1.94916 -3.86551 0.31611
60 H -2.72785 -8.24760 -7.08951
61 H 0.50614 2.18474 -1.36505
62 H -3.48466 -3.38580 -3.13799
63 H 1.52357 1.02145 -0.46733
64 H 1.75014 2.31168 1.52031
65 H -3.71877 0.91485 6.80529
66 H 7.91714 7.32094 0.17631
67 H 8.41670 6.24476 1.47017
68 H -2.02423 3.99794 1.81918
69 H -2.39319 3.06787 -3.20966
70 H 2.04263 -2.78292 0.42086
71 H -1.34179 -3.41859 -4.45418
72 H 3.12525 -5.57180 -0.27472
73 H 2.29037 2.52711 -1.05035
74 H 4.06033 -4.29704 0.48838
75 H 1.99961 4.61500 0.58770
76 H -2.39015 -6.77010 -8.01419
77 H -1.79547 -6.95391 -6.35572
78 H -3.00045 -1.84291 -2.40388
79 H -3.82984 -5.46042 -6.41551
80 H 1.14103 -4.05071 -0.39216
81 H -5.12149 0.80826 5.72916
82 H 0.00089 2.22649 1.19355
83 H 5.73680 7.71643 1.34381
84 H -0.63989 4.33594 -2.23617
85 H -2.29849 -1.99038 -4.80495
86 H -3.96349 0.49720 1.31768
87 H 3.48980 -4.08562 -1.17535
88 H 0.92127 4.55992 2.02377
89 H -4.64661 2.36114 6.44718
90 H 8.15711 7.96251 1.81435
91 H -0.32703 5.85208 0.58087
92 H -2.09184 -3.30358 -2.04918
93 H -4.73018 -6.74699 -7.19861
94 H -3.96626 2.20706 4.04377
95 H 6.19755 6.60057 2.61758
96 H -2.98705 0.79088 4.39389

Cartesian forces (eV/Å) of the 6 atoms listed first:
Cl 1.34 1.10 0.71
F -0.42 -0.30 0.02
F 0.20 0.30 0.29
F 0.01 0.24 -0.54
F 0.14 0.37 -0.31
F 0.01 0.51 0.37